76
Properties=species:S:1:pos:R:3:mulliken_charge:R:1 method="wB97M-V/def2-TZVPD" lumo_energy_ev="4.16 / 4.16" total_charge=-2 e_above_lowest_ev=2.791 total_energy_ev=-255252.6979 homo_energy_ev="-0.477 / -0.473" gap_ev="4.633 / 4.628"
Pd -1.06 -0.28 -0.22 0.23
Se -1.69 0.90 2.37 -0.19
Se -0.94 1.91 -1.29 -0.41
Se -2.95 -2.27 0.32 1.32
P 1.13 -0.39 0.44 1.22
O 1.69 -1.26 -4.08 -0.54
O -4.06 4.78 2.16 -0.62
O -3.58 -3.39 -0.68 -0.68
O -3.47 -2.41 1.84 -0.82
O -1.25 -2.33 0.23 -0.61
O -3.17 -0.72 -0.34 -0.80
O -1.48 4.13 2.73 -0.69
N 0.31 -1.18 -2.30 0.72
C 0.90 -3.65 3.69 -0.57
C 2.09 2.16 0.15 -0.80
C 2.71 -1.18 -1.88 0.43
C 3.84 -1.04 0.21 -0.50
C 0.57 -1.36 3.02 -0.40
C 2.79 2.61 2.79 -0.64
C 2.64 3.38 0.52 -0.79
C -2.90 -1.73 -2.54 -2.48
C 1.16 -1.62 1.79 0.93
C 1.87 1.16 1.09 1.02
C 5.10 -1.53 -1.77 -0.63
C 2.99 3.61 1.85 -0.51
C 1.47 -3.93 2.45 -0.78
C -3.79 4.31 0.85 -1.10
C 2.24 1.39 2.41 0.02
C -2.67 3.26 0.78 2.16
C 3.93 -1.45 -2.50 -0.56
C -1.14 -3.53 -2.62 -1.43
C -3.10 2.04 1.62 -1.55
C 1.48 -1.19 -2.72 -0.22
C 1.58 -2.92 1.50 -0.67
C -0.59 -1.20 -3.43 -0.16
C 5.05 -1.33 -0.39 -0.84
C 0.45 -2.37 3.96 -1.30
C -1.68 -2.27 -3.29 0.77
C -2.52 2.91 -0.71 -1.78
C 0.36 -1.39 -4.63 -0.72
C -1.39 3.90 1.32 -0.74
C 2.65 -0.95 -0.52 0.24
H 5.95 -1.38 0.21 0.43
H 1.79 -4.93 2.20 0.37
H 3.39 4.57 2.15 0.34
H -0.04 -2.15 4.91 0.41
H -3.70 2.38 2.46 0.45
H 0.79 -4.44 4.42 0.36
H 1.82 2.00 -0.89 0.38
H 2.78 4.16 -0.22 0.39
H -4.72 3.89 0.45 0.41
H -3.64 -2.52 -2.39 0.57
H -1.42 3.22 3.10 0.32
H 2.10 0.62 3.15 0.33
H 0.26 -2.38 -5.08 0.32
H 0.17 -0.39 3.24 0.29
H -1.91 -4.30 -2.59 0.44
H -1.23 4.87 0.84 0.54
H 3.94 -1.62 -3.57 0.48
H 0.23 -0.63 -5.41 0.31
H -3.40 2.35 -1.03 0.52
H -0.86 -3.31 -1.59 -0.04
H -0.55 3.25 1.10 -0.05
H 3.80 -0.86 1.28 0.39
H -1.98 -2.52 -4.32 0.42
H 6.04 -1.74 -2.27 0.37
H 1.98 -3.16 0.52 0.36
H -3.36 -0.91 -3.08 0.37
H -3.50 5.16 0.20 0.39
H -2.62 -1.37 -1.55 1.03
H -3.22 4.72 2.64 0.49
H 3.06 2.77 3.82 0.39
H -2.46 3.83 -1.30 0.47
H -0.27 -3.93 -3.14 0.40
H -3.72 1.38 1.00 0.41
H -1.08 -0.22 -3.46 0.43

=====

80
Properties=species:S:1:pos:R:3:mulliken_charge:R:1 method="wB97M-V/def2-TZVPD" lumo_energy_ev="1.69 / 0.17" total_charge=-1 e_above_lowest_ev=2.919 total_energy_ev=-83511.3163 homo_energy_ev="-6.224 / -2.282" gap_ev="7.918 / 2.456"
Ca 0.69 -3.27 1.49 1.90
Si -2.19 -2.03 -0.54 0.29
F -0.25 0.63 -3.53 -0.42
O 2.00 -1.97 0.01 -0.89
O -3.64 -0.06 5.85 -0.66
O 3.83 -0.88 3.65 -0.81
O -3.99 -2.19 5.35 -0.58
O -0.88 -4.23 2.90 -0.81
O -2.84 -3.93 3.93 -0.86
O 2.51 -2.47 2.78 -0.71
O -0.85 -2.68 0.00 -0.44
N -1.40 4.83 -4.85 -0.31
N 2.56 1.94 1.01 0.22
N 0.04 3.35 -2.89 0.50
N -0.44 -0.22 3.26 0.19
N -0.47 -1.51 2.91 -0.03
C 2.76 3.32 1.44 -1.10
C -3.75 -2.93 0.04 -1.13
C 4.00 -4.69 0.10 -0.44
C -1.49 -2.04 3.55 -0.26
C 1.67 0.30 -0.49 0.84
C -3.33 -1.06 5.25 0.42
C -2.14 -1.05 4.35 0.33
C -1.76 -3.53 3.45 0.73
C 2.69 -0.38 1.65 -0.22
C 2.14 -0.80 0.38 1.03
C 2.00 -5.74 0.67 -1.22
C 1.33 2.64 -0.98 -0.94
C 1.92 -5.33 -0.64 -0.01
C 0.55 3.43 -4.26 -0.16
C -2.26 -1.99 -2.44 -1.20
C 1.87 1.64 -0.15 0.92
C 3.07 -1.34 2.80 0.14
C 3.28 -5.33 1.16 -0.08
C 3.19 -4.67 -0.99 -0.36
C 1.54 3.91 2.15 -1.06
C 0.07 4.72 -4.90 -2.26
C -2.38 -0.23 0.04 -0.61
C 0.95 -0.05 -1.64 -0.62
C 2.90 0.94 1.86 -0.06
C 0.62 2.30 -2.11 -1.40
C -1.93 4.64 -3.48 -2.39
C -1.42 3.36 -2.86 0.01
C -1.42 0.10 4.11 -0.60
C 0.45 0.95 -2.42 0.20
H 0.66 3.88 1.50 0.33
H -1.56 1.09 4.50 0.52
H -3.55 -2.92 4.78 0.45
H 3.39 -4.21 -1.95 0.43
H 0.47 5.59 -4.37 0.27
H -2.45 -0.19 1.13 0.13
H -1.51 0.36 -0.26 -0.10
H -1.85 2.49 -3.39 0.33
H -4.66 -2.39 -0.25 0.32
H 4.98 -4.24 0.19 0.42
H -3.74 -3.03 1.13 0.21
H 3.62 3.32 2.11 0.50
H -1.60 5.51 -2.90 0.30
H -2.63 -1.03 -2.82 0.31
H 0.77 -1.09 -1.84 0.35
H -3.27 0.24 -0.38 0.44
H -2.91 -2.78 -2.84 0.44
H -3.80 -3.93 -0.39 0.30
H 0.37 4.79 -5.95 0.71
H 0.24 2.58 -4.87 0.33
H 1.08 -5.46 -1.30 0.38
H -3.02 4.66 -3.54 0.67
H 1.43 3.69 -0.76 0.39
H -1.83 4.16 -5.50 0.52
H 0.29 0.36 2.87 -0.02
H 1.32 3.34 3.05 0.31
H 3.62 -5.45 2.18 0.41
H 1.73 4.94 2.43 0.41
H -1.72 5.85 -5.25 1.11
H -1.75 3.30 -1.82 0.46
H -1.26 -2.15 -2.86 0.22
H 1.64 3.44 -4.22 0.48
H 3.40 1.23 2.78 0.50
H 3.04 3.92 0.58 0.48
H 1.24 -6.26 1.24 0.60

=====

70
Properties=species:S:1:pos:R:3:nbo_charge:R:1 method="wB97M-V/def2-TZVPD" lumo_energy_ev=-3.82 e_above_lowest_ev=2.337 total_energy_ev=-44932.9269 homo_energy_ev=-6.029 gap_ev=2.204
F -6.67 -1.56 -2.73 -0.32
F -7.91 0.24 -2.55 -0.32
F -7.34 -0.89 -0.75 -0.32
O -0.48 -2.12 -0.13 -0.52
O 0.59 -0.97 -1.73 -0.68
O 4.03 -3.08 -0.32 -0.62
C 0.63 -1.81 -0.84 0.72
C 3.63 -0.13 2.57 -0.39
C -1.85 4.19 2.13 -0.22
C 4.80 0.07 -1.11 -0.40
C -1.93 2.24 -1.10 -0.03
C -1.62 -1.36 -0.55 -0.06
C 4.71 -0.29 1.48 -0.42
C 2.44 -2.41 2.64 -0.41
C -5.64 0.38 -1.82 -0.10
C -0.47 4.05 -0.30 -0.16
C -4.56 0.14 -2.67 -0.19
C -3.37 0.79 -2.42 -0.15
C -3.23 1.73 -1.36 -0.04
C -6.88 -0.45 -1.97 0.97
C -4.42 2.09 -0.65 -0.17
C 1.25 -3.22 2.11 -0.38
C 2.34 -0.92 2.30 -0.39
C 3.52 -0.28 -1.90 -0.39
C 3.32 -1.76 -2.18 -0.49
C -2.77 -1.73 0.36 -0.63
C -5.59 1.37 -0.84 -0.20
C -1.58 3.17 -0.08 -0.05
C 1.43 -3.68 0.66 -0.42
C -0.76 5.03 1.89 -0.15
C 4.55 0.67 0.29 -0.40
C -0.07 4.96 0.67 -0.21
C 1.75 -2.62 -0.34 -0.21
C -2.24 3.25 1.19 -0.18
C 3.07 -2.54 -0.90 0.51
H 1.52 -0.48 2.89 0.19
H -2.51 0.60 -3.06 0.24
H 4.76 -1.33 1.14 0.23
H 5.45 -0.81 -1.06 0.22
H 0.53 -4.20 0.32 0.22
H -6.47 1.60 -0.23 0.24
H 3.56 1.15 0.32 0.19
H 5.32 0.84 -1.70 0.19
H -1.83 -1.59 -1.60 0.19
H 1.15 -4.12 2.72 0.20
H 0.31 -2.65 2.20 0.20
H 4.06 -0.47 3.53 0.20
H -1.37 -0.30 -0.48 0.17
H -3.63 -1.13 0.09 0.20
H 5.29 1.47 0.42 0.20
H 2.61 0.10 -1.42 0.22
H -4.41 2.94 0.03 0.23
H 3.57 0.22 -2.88 0.20
H 0.02 4.01 -1.27 0.23
H -3.05 2.56 1.41 0.22
H 3.36 0.92 2.68 0.19
H 5.68 -0.07 1.96 0.20
H 2.44 -1.87 -2.83 0.23
H -1.15 1.98 -1.82 0.24
H 3.38 -2.83 2.26 0.22
H -0.45 5.75 2.65 0.23
H 2.45 -2.50 3.74 0.19
H -4.65 -0.55 -3.50 0.25
H 2.04 -0.81 1.24 0.20
H -2.41 4.27 3.07 0.23
H 0.78 5.63 0.48 0.23
H 4.21 -2.18 -2.65 0.21
H -3.02 -2.79 0.24 0.22
H -2.51 -1.55 1.40 0.22
H 2.28 -4.38 0.63 0.23

=====

75
Properties=species:S:1:pos:R:3:mulliken_charge:R:1 method="wB97M-V/def2-TZVPD" spin_multiplicity=6 s_squared=8.770 lumo_energy_ev="-2.20 / -3.33" total_charge=+1 e_above_lowest_ev=0.000 total_energy_ev=-157673.8501 homo_energy_ev="-9.007 / -10.360" gap_ev="6.809 / 7.025"
Se 1.76 -1.35 -1.31 -0.25
Fe 0.73 0.69 -0.88 -0.08
Si -1.09 -0.08 0.73 -0.62
Si 2.10 -3.53 -0.73 0.73
O -0.94 0.56 -3.36 -0.37
O 1.00 1.49 -2.86 -0.62
N 2.32 1.73 0.03 0.68
N 0.36 4.80 0.38 -0.08
N -0.59 0.49 -5.90 -0.61
N 3.32 3.57 0.66 -0.12
N -0.08 2.85 -0.54 0.55
C -2.33 -4.56 1.20 -0.57
C 1.53 -3.80 1.04 -0.50
C 0.85 3.60 0.02 -0.28
C 3.62 1.43 0.32 -0.55
C 0.21 1.10 -3.69 0.61
C -1.67 -2.73 -0.22 -0.28
C 1.16 -4.59 -1.96 -0.96
C 2.03 0.03 3.46 -0.51
C -1.77 -2.43 2.15 -0.09
C 2.16 3.03 0.24 0.15
C -1.51 -1.90 0.89 0.51
C -4.67 1.64 -0.45 -0.47
C -2.70 0.89 0.75 0.60
C -5.17 2.22 0.72 -0.55
C -2.17 -3.75 2.31 -0.76
C -2.10 -4.04 -0.07 -0.49
C -4.44 2.13 1.89 -0.76
C 0.10 1.80 2.55 -0.42
C -1.23 3.60 -0.53 -0.54
C 2.03 1.35 3.90 -0.69
C -3.45 0.99 -0.42 -0.63
C -0.98 4.81 0.03 -0.80
C 1.06 2.23 3.45 -0.76
C 0.08 0.48 2.08 1.06
C -3.22 1.47 1.91 0.17
C 1.06 -0.40 2.56 -0.38
C 0.46 1.20 -5.19 -0.44
C 3.95 -3.79 -0.90 -1.12
C 4.26 2.56 0.72 -0.77
H 1.47 0.83 -5.37 0.32
H -2.36 -4.14 3.30 0.44
H -6.12 2.73 0.70 0.41
H -0.29 -0.43 -6.19 0.22
H -2.23 -4.67 -0.94 0.44
H -2.65 -5.58 1.32 0.41
H 4.50 -3.16 -0.20 0.27
H 4.20 -4.84 -0.67 0.35
H -1.37 0.32 -4.22 0.51
H 4.29 -3.57 -1.91 0.31
H 1.57 -4.47 -2.96 0.34
H 1.04 3.25 3.82 0.49
H 1.68 -4.84 1.35 0.51
H -4.83 2.57 2.80 0.43
H 0.46 -3.58 1.13 -0.09
H -1.47 -2.35 -1.21 0.46
H 0.84 5.54 0.87 0.18
H 0.11 -4.32 -1.98 0.22
H 1.23 -5.65 -1.69 0.35
H -5.24 1.70 -1.37 0.42
H -1.66 -1.81 3.04 0.29
H 1.07 -1.42 2.22 -0.04
H -3.08 0.54 -1.34 0.35
H 2.77 -0.66 3.82 0.49
H 5.27 2.75 1.03 0.43
H -2.68 1.40 2.84 0.41
H 0.46 2.26 -5.43 0.34
H 2.08 -3.16 1.72 0.18
H 2.78 1.68 4.61 0.41
H -0.92 0.99 -6.72 0.22
H -2.16 3.22 -0.91 0.51
H -0.66 2.50 2.21 0.33
H 3.99 0.43 0.22 0.48
H -1.61 5.66 0.22 0.45
H 3.49 4.54 0.86 0.17